213
Properties=species:S:1:pos:R:3:lowdin_charge:R:1 method="wB97M-V/def2-TZVPD" gap_ha=0.3928 total_charge=+3
F 2.36 0.74 -0.41 -0.51
C 6.72 -6.05 -3.35 -0.11
C 5.65 -5.64 -2.30 -0.27
C 4.71 -4.57 -2.91 -0.25
C 3.53 -4.44 -1.95 -0.28
P 2.66 -2.85 -1.83 1.03
C 1.16 -3.24 -0.86 -0.27
C 0.10 -2.17 -0.64 -0.27
C -0.94 -2.68 0.34 -0.26
C -2.27 -1.94 0.38 -0.07
C 3.76 -1.87 -0.77 -0.28
C 5.16 -1.55 -1.25 -0.20
C 5.80 -0.36 -0.41 -0.25
C 6.40 -0.73 0.91 -0.09
C 2.26 -2.01 -3.41 -0.25
C 1.72 -2.80 -4.62 -0.21
C 0.31 -3.51 -4.40 -0.24
C -0.16 -4.16 -5.68 -0.10
H 6.22 -6.58 -4.22 0.10
H 7.46 -6.75 -2.94 0.08
H 7.27 -5.17 -3.67 0.07
H 6.14 -5.26 -1.40 0.10
H 5.14 -6.62 -1.98 0.14
H 4.42 -5.03 -3.89 0.12
H 5.34 -3.67 -3.12 0.11
H 3.86 -4.50 -0.94 0.08
H 2.75 -5.19 -2.14 0.11
H 1.55 -3.55 0.17 0.13
H 0.63 -4.09 -1.29 0.09
H -0.43 -1.97 -1.60 0.11
H 0.61 -1.26 -0.32 0.09
H -0.39 -2.79 1.30 0.11
H -1.10 -3.71 0.04 0.10
H -2.74 -1.93 -0.62 0.09
H -2.08 -0.90 0.61 0.05
H -2.90 -2.28 1.12 0.04
H 3.74 -2.48 0.12 0.08
H 3.19 -0.93 -0.56 0.06
H 5.27 -1.18 -2.25 0.08
H 5.82 -2.43 -1.32 0.11
H 5.04 0.38 -0.30 0.06
H 6.52 0.14 -1.08 0.11
H 7.14 -1.55 0.74 0.09
H 5.63 -1.07 1.63 0.06
H 7.01 0.08 1.33 0.08
H 3.13 -1.40 -3.68 0.09
H 1.51 -1.24 -3.11 0.08
H 2.46 -3.53 -4.91 0.10
H 1.62 -2.10 -5.41 0.10
H -0.34 -2.71 -4.07 0.09
H 0.47 -4.23 -3.53 0.11
H -1.11 -4.66 -5.53 0.08
H 0.55 -4.88 -5.99 0.07
H -0.40 -3.40 -6.44 0.09
C -6.17 -0.31 -2.04 -0.12
C -7.53 -0.42 -1.44 -0.25
C -7.41 -0.70 0.07 -0.24
C -8.72 -1.24 0.70 -0.24
P -8.60 -2.61 1.91 1.02
C -7.17 -3.66 1.54 -0.28
C -7.12 -4.24 0.12 -0.22
C -5.73 -4.77 -0.23 -0.26
C -5.27 -5.95 0.62 -0.12
C -10.06 -3.70 1.96 -0.25
C -11.39 -3.04 1.66 -0.25
C -11.96 -2.32 2.89 -0.25
C -12.37 -3.17 4.10 -0.09
C -8.18 -1.80 3.49 -0.27
C -6.73 -1.27 3.59 -0.23
C -6.73 -0.33 4.85 -0.25
C -5.38 0.36 4.98 -0.10
H -5.52 -1.16 -1.75 0.07
H -5.59 0.60 -1.73 0.09
H -6.14 -0.34 -3.10 0.06
H -8.10 -1.16 -1.94 0.10
H -8.01 0.57 -1.47 0.12
H -7.26 0.20 0.56 0.09
H -6.57 -1.41 0.32 0.10
H -9.56 -1.49 0.00 0.11
H -9.11 -0.44 1.39 0.11
H -7.15 -4.41 2.30 0.10
H -6.27 -3.06 1.68 0.08
H -7.34 -3.45 -0.58 0.10
H -7.87 -5.02 -0.03 0.12
H -4.88 -4.07 -0.16 0.09
H -5.69 -5.13 -1.26 0.12
H -4.27 -6.47 0.44 0.10
H -6.05 -6.70 0.48 0.08
H -5.29 -5.79 1.69 0.05
H -10.01 -4.01 3.01 0.10
H -9.79 -4.52 1.22 0.12
H -12.03 -3.87 1.23 0.14
H -11.32 -2.44 0.79 0.07
H -12.71 -1.68 2.47 0.10
H -11.21 -1.57 3.24 0.10
H -12.80 -4.16 3.90 0.09
H -13.11 -2.58 4.61 0.07
H -11.55 -3.26 4.84 0.07
H -8.35 -2.46 4.35 0.11
H -8.84 -0.96 3.64 0.08
H -6.38 -0.74 2.72 0.08
H -5.93 -1.99 3.70 0.11
H -7.05 -0.92 5.72 0.12
H -7.45 0.49 4.78 0.11
H -5.21 0.86 4.02 0.07
H -4.57 -0.38 5.13 0.08
H -5.45 1.07 5.75 0.06
C 2.40 -3.66 4.55 -0.07
C 3.27 -2.58 3.74 -0.21
C 2.48 -1.27 3.48 -0.22
C 3.26 -0.15 2.67 -0.24
P 2.31 1.38 2.76 1.02
C 0.65 1.19 2.01 -0.23
C -0.31 2.39 2.41 -0.24
C -1.60 2.35 1.62 -0.25
C -1.27 2.56 0.15 -0.10
C 2.21 1.74 4.55 -0.25
C 3.53 1.51 5.34 -0.24
C 3.72 2.67 6.34 -0.26
C 5.08 2.55 7.12 -0.07
C 3.06 2.71 1.91 -0.28
C 4.27 3.34 2.61 -0.23
C 4.91 4.29 1.64 -0.26
C 6.23 4.81 2.23 -0.07
H 1.63 -4.03 3.94 0.03
H 2.04 -3.32 5.54 0.09
H 2.99 -4.59 4.59 0.08
H 3.58 -2.97 2.79 0.08
H 4.17 -2.31 4.28 0.10
H 1.99 -0.87 4.37 0.08
H 1.53 -1.50 2.89 0.11
H 3.37 -0.46 1.67 0.04
H 4.26 0.00 2.99 0.07
H 0.22 0.22 2.39 0.10
H 0.83 1.11 0.93 0.05
H 0.17 3.39 2.28 0.11
H -0.45 2.41 3.49 0.10
H -2.29 3.13 1.96 0.12
H -2.06 1.35 1.78 0.10
H -1.00 1.61 -0.34 0.07
H -0.32 3.13 0.09 0.06
H -2.03 3.08 -0.43 0.07
H 1.43 1.03 4.89 0.10
H 1.74 2.67 4.72 0.08
H 4.46 1.41 4.76 0.10
H 3.44 0.59 5.89 0.11
H 2.95 2.65 7.12 0.12
H 3.59 3.56 5.73 0.09
H 5.90 2.77 6.37 0.09
H 5.15 1.55 7.50 0.07
H 5.18 3.38 7.80 0.07
H 2.31 3.48 1.79 0.08
H 3.22 2.35 0.89 0.07
H 5.05 2.67 2.86 0.10
H 3.90 3.81 3.50 0.11
H 4.24 5.10 1.38 0.10
H 5.15 3.78 0.70 0.08
H 6.70 3.95 2.64 0.06
H 6.21 5.63 2.98 0.10
H 6.90 5.10 1.43 0.06
C 7.43 3.79 -1.90 -0.09
C 5.97 3.39 -1.77 -0.29
C 5.43 2.48 -2.82 -0.25
C 4.10 1.78 -2.52 -0.23
P 2.66 2.90 -2.86 1.02
C 3.16 3.97 -4.21 -0.30
C 3.36 3.29 -5.53 -0.25
C 4.09 4.18 -6.57 -0.27
C 3.33 5.40 -6.93 -0.12
C 1.25 1.93 -3.35 -0.27
C -0.12 2.58 -3.31 -0.24
C -1.27 1.55 -3.55 -0.21
C -2.69 2.23 -3.31 -0.07
C 2.33 3.91 -1.42 -0.26
C 1.58 5.31 -1.51 -0.22
C 1.59 6.00 -0.15 -0.27
C 0.76 7.31 -0.19 -0.09
H 8.18 2.98 -1.75 0.09
H 7.73 4.46 -1.09 0.07
H 7.66 4.31 -2.81 0.07
H 5.37 4.32 -1.58 0.11
H 5.94 2.77 -0.83 0.10
H 6.15 1.70 -2.90 0.10
H 5.52 2.94 -3.83 0.11
H 3.93 1.47 -1.54 0.01
H 3.99 0.91 -3.15 0.08
H 4.02 4.61 -3.87 0.13
H 2.38 4.79 -4.20 0.10
H 2.49 2.88 -6.02 0.11
H 3.92 2.40 -5.33 0.09
H 4.30 3.57 -7.46 0.12
H 5.13 4.37 -6.26 0.11
H 3.11 5.99 -6.06 0.06
H 2.32 5.17 -7.41 0.11
H 3.84 6.07 -7.64 0.09
H 1.24 1.02 -2.70 0.09
H 1.50 1.60 -4.37 0.10
H -0.26 3.36 -4.03 0.11
H -0.29 3.02 -2.37 0.05
H -1.15 0.68 -2.85 0.10
H -1.15 1.06 -4.50 0.10
H -2.84 3.21 -3.79 0.09
H -3.01 2.40 -2.27 0.06
H -3.36 1.62 -3.79 0.02
H 3.33 4.18 -0.92 0.10
H 1.85 3.19 -0.70 0.07
H 0.53 5.01 -1.63 0.10
H 1.93 6.01 -2.33 0.13
H 2.60 6.27 0.24 0.11
H 1.16 5.27 0.55 0.09
H -0.26 7.15 -0.42 0.06
H 1.08 8.07 -0.92 0.09
H 0.88 7.76 0.79 0.08

---

18
Properties=species:S:1:pos:R:3:lowdin_charge:R:1 method="wB97M-V/def2-TZVPD" gap_ha=0.3383 smiles="CC(C)n1ncc(=O)[nH]1"
C 1.31 0.63 1.26 -0.03
C 0.86 -0.47 0.16 -0.39
C 1.80 -0.41 -0.94 -0.09
N -0.45 -0.32 -0.38 -0.14
N -0.97 0.61 -1.25 0.13
C -2.23 0.76 -1.01 -0.04
C -2.63 0.03 0.18 -0.46
O -3.71 -0.15 0.70 0.03
N -1.44 -0.65 0.51 0.14
H 1.65 1.47 0.55 0.09
H 0.62 0.77 2.02 0.04
H 2.31 0.44 1.75 0.09
H 0.87 -1.36 0.78 0.14
H 1.95 0.56 -1.40 0.09
H 1.50 -0.98 -1.80 0.08
H 2.70 -0.84 -0.69 0.06
H -2.84 1.23 -1.68 0.09
H -1.30 -1.30 1.26 0.16

---

45
Properties=species:S:1:pos:R:3:lowdin_charge:R:1 method="wB97M-V/def2-TZVPD" gap_ha=0.3547 smiles="C[N+](=O)[O-].C[N+](=O)[O-].C[N+](=O)[O-].BrCCBr.BrCCBr.BrCCBr"
C -9.77 2.59 1.57 0.00
N -8.53 2.27 0.83 -0.45
O -7.79 1.43 1.29 0.07
O -8.34 2.87 -0.21 0.04
H -10.59 2.22 0.97 0.03
H -9.84 3.67 1.64 0.10
H -9.72 2.11 2.54 0.10
C -13.95 4.33 3.22 0.00
N -13.11 3.16 2.85 -0.42
O -12.98 2.92 1.67 0.04
O -12.56 2.54 3.75 0.07
H -14.11 4.33 4.28 0.06
H -14.89 4.27 2.69 0.06
H -13.42 5.20 2.85 0.10
C -12.30 -0.40 2.18 0.05
N -11.05 -0.96 1.60 -0.42
O -10.60 -1.97 2.09 0.09
O -10.55 -0.36 0.66 0.03
H -12.42 -0.80 3.18 0.10
H -13.12 -0.68 1.52 0.07
H -12.22 0.68 2.20 0.05
Br -11.45 2.36 -1.81 0.73
C -13.04 1.40 -1.33 -0.72
C -12.87 -0.03 -1.73 -0.71
Br -14.47 -1.04 -1.25 0.63
H -13.90 1.85 -1.83 0.06
H -13.16 1.51 -0.26 0.02
H -12.04 -0.50 -1.21 0.03
H -12.73 -0.16 -2.80 0.06
Br -16.38 6.91 3.08 0.64
C -15.97 8.01 4.61 -0.69
C -16.70 9.31 4.59 -0.69
Br -16.14 10.45 3.10 0.60
H -14.89 8.15 4.62 0.06
H -16.29 7.41 5.46 0.06
H -16.49 9.88 5.49 0.06
H -17.77 9.19 4.46 0.05
Br -16.63 3.40 5.81 0.62
C -16.76 2.05 4.43 -0.70
C -18.08 1.32 4.49 -0.72
Br -18.23 0.24 6.08 0.63
H -15.92 1.38 4.56 0.05
H -16.67 2.58 3.49 0.05
H -18.23 0.67 3.64 0.06
H -18.91 2.02 4.50 0.06